1.
A gas-phase ion, C3H8NS (charge +1). Source: the OMol25 dataset; level of theory: the ωB97M-V functional and the def2-TZVPD basis.

Properties
HOMO = -14.53 eV
ΔE to the lowest compared entry with this formula, charge and spin = 19.1 kcal/mol
Kohn-Sham gap = 11.29 eV
SMILES = C[C@H]1[NH2+][C@@H]1S

Structure (ORCA input):
```
! RIJCOSX wB97M-V def2-TZVPD def2/J DEFGRID3
* xyz 1 1
C -1.6072 0.7454 0.1019
C -0.2513 0.3184 0.5361
N 0.0994 -1.1597 0.2093
C 0.8188 0.0632 -0.4197
S 2.5893 0.2675 0.0691
H -1.7256 0.3490 -0.9812
H -1.6075 1.8145 0.0003
H -2.3459 0.5076 0.8212
H 0.1681 0.5589 1.5794
H 0.7754 -1.6205 0.7878
H -0.6016 -1.7234 -0.1983
H 0.4565 0.2309 -1.4304
H 3.2315 -0.3517 -1.0755
*
```

***

2.
C4H6O2 in the gas phase. Source: the OMol25 dataset; level of theory: the ωB97M-V functional and the def2-TZVPD basis.

Properties
HOMO = -9.75 eV
ΔE to the lowest compared entry with this formula, charge and spin = 63.4 kcal/mol
Kohn-Sham gap = 10.39 eV
SMILES = O=C[C@@H]1C[C@@H]1O

Structure (ORCA input):
```
! RIJCOSX wB97M-V def2-TZVPD def2/J DEFGRID3
* xyz 0 1
O 2.4711 -0.5909 0.8300
C 1.4202 -0.0117 1.0031
C 0.2080 -0.6494 0.4438
C 0.1700 0.2864 -0.8263
C -1.0649 -0.2199 -0.2029
O -1.9923 0.6305 0.3722
H 1.3825 1.0194 1.3906
H 0.3876 -1.7220 0.3938
H 0.6376 -0.0175 -1.7532
H 0.3500 1.3319 -0.5484
H -1.4808 -1.0742 -0.7417
H -2.4890 1.0174 -0.3608
*
```

***

3.
A molecular structure, C4H6O2. Source: the OMol25 dataset; level of theory: the ωB97M-V functional and the def2-TZVPD basis.

Properties
HOMO = -7.52 eV
ΔE to the lowest compared entry with this formula, charge and spin = 167.1 kcal/mol
Kohn-Sham gap = 7.52 eV

Structure (ORCA input):
```
! RIJCOSX wB97M-V def2-TZVPD def2/J DEFGRID3
* xyz 0 1
O 1.8329 0.0389 -0.7368
C 0.9422 0.2485 0.3284
C -0.4051 0.8815 0.0053
C -1.1617 -0.1052 -0.7561
C 0.1101 -0.9511 0.7518
O -1.1098 0.0925 1.0146
H 1.6052 -0.8296 -1.0966
H 1.4758 0.8194 1.1014
H -0.6399 1.9442 -0.0238
H -2.2296 0.0851 -0.8410
H -0.7594 -0.8132 -1.4668
H 0.3391 -1.4110 1.7197
*
```

***

4.
C3H6N2OS in the gas phase. Source: the OMol25 dataset; level of theory: the ωB97M-V functional and the def2-TZVPD basis.

Properties
HOMO = -8.98 eV
ΔE to the lowest compared entry with this formula, charge and spin = 29.0 kcal/mol
Kohn-Sham gap = 9.10 eV
SMILES = [H]/N=C(/N)OC(C)=S

Structure (ORCA input):
```
! RIJCOSX wB97M-V def2-TZVPD def2/J DEFGRID3
* xyz 0 1
H 0.4732 -2.3515 0.0885
N 1.3601 -1.9081 0.0650
C 1.2907 -0.6608 -0.0228
N 2.3891 0.1531 -0.1920
O 0.1746 0.1975 -0.0387
C -1.1277 -0.1244 -0.0433
C -1.9282 1.1199 0.0022
S -1.8072 -1.6200 -0.0931
H 3.2553 -0.2960 0.0096
H 2.2716 1.1248 0.1802
H -1.7031 1.6882 0.8957
H -1.6702 1.7961 -0.8313
H -2.9784 0.8811 -0.0200
*
```

***

5.
2 unconnected molecules or ions with the total composition C2H2O3S. Source: the OMol25 dataset; level of theory: the ωB97M-V functional and the def2-TZVPD basis.

Properties
HOMO = -9.87 eV
ΔE to the lowest compared entry with this formula, charge and spin = 52.4 kcal/mol
Kohn-Sham gap = 8.82 eV

Structure (ORCA input):
```
! RIJCOSX wB97M-V def2-TZVPD def2/J DEFGRID3
* xyz 0 1
C 0.5351 -0.7787 1.0910
C -0.5496 -0.9686 0.4063
O 1.3416 1.0507 -1.3489
O 1.3437 -0.5706 1.8470
O -0.9268 1.7345 -1.6111
S 0.1781 1.6090 -0.7029
H -1.3057 -1.2771 0.9759
H -0.6163 -0.7992 -0.6573
*
```

***

6.
C5H12O2 in the gas phase. Source: the OMol25 dataset; level of theory: the ωB97M-V functional and the def2-TZVPD basis.

Properties
HOMO = -9.83 eV
ΔE to the lowest compared entry with this formula, charge and spin = 29.0 kcal/mol
Kohn-Sham gap = 10.87 eV
SMILES = CO[C@@H](C)CCO

Structure (ORCA input):
```
! RIJCOSX wB97M-V def2-TZVPD def2/J DEFGRID3
* xyz 0 1
C 0.7229 1.9547 -0.4968
O 0.1582 1.0568 0.4420
C 0.5578 -0.3211 0.3096
C 1.2559 -0.7809 1.5928
C -0.6624 -1.1910 -0.0206
C -1.5469 -0.6087 -1.1205
O -2.2204 0.5529 -0.6927
H 1.7446 2.2479 -0.2192
H 0.0949 2.8506 -0.5118
H 0.7383 1.5289 -1.5092
H 1.2588 -0.3820 -0.5351
H 0.5562 -1.2894 2.2659
H 1.6580 0.0889 2.1179
H 2.0795 -1.4698 1.3785
H -1.2792 -1.3285 0.8772
H -0.2903 -2.1835 -0.3100
H -0.9343 -0.4150 -2.0196
H -2.3148 -1.3335 -1.4125
H -1.5769 1.0229 -0.1360
*
```

***

7.
A molecular structure, C42H27BrF4N4PSTl. Source: the OMol25 dataset; level of theory: the ωB97M-V functional and the def2-TZVPD basis.

Properties
HOMO = 0.17 eV
ΔE to the lowest compared entry with this formula, charge and spin = 19.1 kcal/mol
Kohn-Sham gap = 3.60 eV

Structure (ORCA input):
```
! RIJCOSX wB97M-V def2-TZVPD def2/J DEFGRID3
* xyz -2 1
Tl -1.9880 0.0970 -0.8283
N -4.1717 -0.9263 9.2965
C -4.0105 -0.8261 8.1522
C -3.8154 -0.7039 6.7582
C -4.2270 -1.7109 5.8590
C -4.0232 -1.6046 4.5105
C -3.4070 -0.4587 3.8919
C -3.0264 0.5599 4.8379
C -3.2010 0.4346 6.1870
C -3.1914 -0.3393 2.5007
C -3.2650 1.0097 1.9060
C -3.8823 2.1505 2.4299
C -3.7490 3.2068 1.4969
C -3.0748 2.6905 0.4176
N -2.7825 1.3685 0.6636
C -2.9507 -1.5569 1.7089
C -2.7159 -2.8674 2.1602
C -2.4609 -3.6849 1.0322
C -2.5285 -2.8621 -0.0688
N -2.8379 -1.5788 0.3277
H -4.7421 -2.5837 6.2478
H -4.4127 -2.3853 3.8737
H -2.5160 1.4376 4.4674
H -2.8409 1.2219 6.8413
H -4.4040 2.2105 3.3711
H -4.1141 4.2183 1.6040
H -2.8064 3.1446 -0.5271
H -2.6996 -3.1969 3.1848
H -2.2549 -4.7462 1.0308
H -2.3614 -3.0842 -1.1141
F 1.0049 3.1609 -7.5634
C 1.0584 2.5083 -6.3910
C 1.6484 1.2695 -6.3131
F 2.1807 0.7207 -7.4155
C 1.7031 0.6078 -5.0973
F 2.3462 -0.5710 -5.1022
C 1.1491 1.1197 -3.9353
P 1.2491 0.3202 -2.2630
C 1.3603 -1.5131 -2.3599
C 0.7861 -2.3447 -3.3167
C 0.8605 -3.7257 -3.1983
C 1.5033 -4.3029 -2.1112
C 2.0872 -3.4869 -1.1535
C 2.0228 -2.1071 -1.2863
C 3.1880 0.5521 -2.2892
C 4.1837 -0.3281 -2.7191
C 5.5307 0.0059 -2.6398
C 5.9195 1.2375 -2.1283
C 4.9482 2.1288 -1.6935
C 3.6055 1.7799 -1.7704
C 0.5802 2.3976 -4.0406
Br -0.1378 3.2968 -2.5400
C 0.5350 3.0756 -5.2433
F -0.0039 4.2996 -5.3449
H 0.2567 -1.9085 -4.1533
H 0.3998 -4.3540 -3.9520
H 1.5364 -5.3806 -2.0057
H 2.5796 -3.9193 -0.2906
H 2.4945 -1.4775 -0.5377
H 3.9050 -1.2961 -3.1216
H 6.2811 -0.7008 -2.9786
H 6.9704 1.4957 -2.0609
H 5.2366 3.0892 -1.2800
H 2.8519 2.4730 -1.4041
S 1.3385 -1.4809 2.6754
C 0.0847 -1.3876 1.4782
N -0.0561 -0.2386 0.9186
C 0.8453 0.6884 1.4170
C 0.9054 2.0311 1.0452
C 1.8598 2.8346 1.6312
C 2.7516 2.3209 2.5813
C 2.6890 0.9986 2.9721
C 1.7212 0.1864 2.3851
H -0.5029 -2.2617 1.2158
H 0.2052 2.4105 0.3123
H 1.9239 3.8793 1.3528
H 3.4985 2.9714 3.0199
H 3.3684 0.6066 3.7182
C -1.0744 -0.0174 -2.7427
H -1.5832 0.7139 -3.3804
H -1.3347 -1.0117 -3.1188
*
```

***

8.
C5H7NO2S2 in the gas phase. Source: the OMol25 dataset; level of theory: the ωB97M-V functional and the def2-TZVPD basis.

Properties
HOMO (spin up / spin down) = -4.66 / -8.08 eV
ΔE to the lowest compared entry with this formula, charge and spin = 64.9 kcal/mol
Kohn-Sham gap (spin up / spin down) = 3.98 / 3.53 eV

Structure (ORCA input):
```
! RIJCOSX wB97M-V def2-TZVPD def2/J DEFGRID3
* xyz 0 3
C -0.8937 1.6659 0.0166
C 0.1812 0.7114 0.6155
C -0.4541 -0.6463 0.5938
C 1.5132 0.7461 -0.1895
C -0.1088 -1.3931 -0.6748
N 2.5400 0.4439 0.4689
O -0.6935 2.6102 -0.5978
O -2.1191 1.2449 0.3230
S -3.0791 -1.5122 -0.4024
S -2.2679 -0.3972 0.8918
H 0.4703 1.0803 1.6709
H -0.0827 -1.2715 1.3909
H 1.4534 0.9518 -1.2421
H -0.7113 -2.3479 -0.8276
H 1.0016 -1.7246 -0.5406
H -0.2334 -0.6944 -1.5827
H 3.4839 0.5327 0.0862
*
```

***

Which value of ΔE to the lowest compared entry with this formula, charge and spin does entry 6 give?
29.0 kcal/mol